Formula: C55H86F2N3O25PS7
Source: OMol25
Level of theory: ωB97M-V/def2-TZVPD

Each line ends with the Mulliken charge.
Cartesian coordinates (Å):
1 C -3.6136 -0.7080 -0.8273  -0.309
2 C -4.0715 0.0033 0.4569  -0.660
3 O -2.9815 0.6278 1.1114  -0.316
4 C -2.4056 -0.1948 2.1033  0.044
5 C -1.2456 0.5469 2.7776  -0.199
6 O -0.0744 -0.2577 2.7953  -0.381
7 C 1.0039 0.3136 2.0787  -1.129
8 C 0.9323 0.1347 0.5654  0.172
9 O 0.0958 1.1803 0.0816  0.596
10 C -0.3996 0.9452 -1.2183  -0.861
11 C 0.5505 1.3780 -2.3318  0.677
12 C 1.4511 2.4563 -2.2335  1.011
13 C 1.5296 3.2861 -0.9767  -1.130
14 O 0.2523 3.8373 -0.6447  -0.063
15 N 0.1937 4.1010 0.7147  -0.135
16 O -0.8428 4.5711 0.9985  -0.178
17 C 2.2854 2.8261 -3.2759  -0.652
18 C 2.2593 2.1495 -4.4996  0.226
19 C 3.1603 2.6582 -5.6111  -1.068
20 C 3.0794 4.1951 -5.7306  -0.757
21 C 1.8067 4.7630 -6.4146  -0.653
22 N 0.7437 3.7701 -6.6412  -0.329
23 C 1.3750 1.0793 -4.6090  0.866
24 C 0.5371 0.6977 -3.5420  0.071
25 C -0.3516 -0.4768 -3.7828  -0.159
26 O -1.4705 -0.5970 -3.3508  -0.546
27 C 0.2428 -1.5527 -4.6215  0.364
28 C -0.0134 -2.8923 -4.3827  -0.968
29 C 0.5312 -3.8852 -5.1863  0.453
30 P 0.1844 -5.6248 -4.8372  0.545
31 O -0.2987 -6.3737 -6.0164  -0.669
32 C 1.3526 -3.5100 -6.2629  0.769
33 O 1.8910 -4.4350 -7.1027  -0.547
34 C 1.6393 -2.1632 -6.5046  -1.197
35 N 2.4893 -1.7537 -7.6167  0.438
36 C 3.8576 -2.1087 -7.4848  0.545
37 O 4.7208 -1.5892 -8.0733  -0.508
38 F 4.1454 -3.0593 -6.6029  -0.153
39 C 1.9895 -2.2080 -8.8535  0.603
40 O 2.6168 -2.6700 -9.7302  -0.480
41 F 0.6879 -2.0673 -8.9477  -0.226
42 C 1.0683 -1.2033 -5.6755  0.389
43 C 1.2791 0.2854 -5.8827  -0.470
44 O 1.3211 0.7236 -6.9991  -0.595
45 H -4.3803 -1.3607 -1.2378  0.578
46 H -3.3675 0.0484 -1.5678  -0.071
47 H -2.7219 -1.2944 -0.6047  -0.154
48 H -4.7767 0.7754 0.1583  0.381
49 H -4.5652 -0.7405 1.0896  0.342
50 H -3.1797 -0.5079 2.8122  0.750
51 H -1.9616 -1.0783 1.6291  -0.490
52 H -1.5490 0.7532 3.8067  0.435
53 H -1.1191 1.4791 2.2316  -0.139
54 H 1.9661 -0.0158 2.4653  0.443
55 H 0.9784 1.3971 2.2463  0.409
56 H 1.9519 0.3364 0.2019  0.078
57 H 0.5899 -0.8642 0.2892  0.168
58 H -1.3592 1.4459 -1.3378  -0.474
59 H -0.5813 -0.1208 -1.3236  0.567
60 H 2.3138 4.0380 -1.0558  0.620
61 H 1.8275 2.6310 -0.1601  0.075
62 H 2.9445 3.6657 -3.1248  0.481
63 H 4.1870 2.3694 -5.3721  0.565
64 H 2.9430 2.2451 -6.5879  0.395
65 H 3.9284 4.4857 -6.3512  0.546
66 H 3.2327 4.6919 -4.7779  0.282
67 H 2.0838 5.2051 -7.3679  0.392
68 H 1.4303 5.5678 -5.7743  0.231
69 H 0.2054 3.6991 -5.7832  0.024
70 H 0.1011 4.1710 -7.3155  0.291
71 H -0.6482 -3.2034 -3.5592  0.450
72 H 1.3621 -6.2015 -4.3058  0.100
73 H -0.8047 -5.5954 -3.8333  0.043
74 H 2.2208 -5.1969 -6.6160  0.332
75 C -4.1755 6.0664 -2.0968  -0.680
76 C -2.7098 5.6130 -2.1382  -0.693
77 C -2.6881 4.0991 -1.9014  0.413
78 S -4.2649 3.4789 -2.4966  1.333
79 O -5.0074 2.9545 -1.3785  -0.656
80 O -4.0533 2.6997 -3.6902  -0.717
81 C -4.9460 5.0681 -2.9587  -0.837
82 H -4.2948 7.0850 -2.4638  0.414
83 H -4.5443 6.0325 -1.0692  0.281
84 H -2.2909 5.8379 -3.1218  0.309
85 H -2.1020 6.1309 -1.3974  0.308
86 H -1.8852 3.6133 -2.4499  -0.338
87 H -2.6143 3.8550 -0.8436  0.120
88 H -6.0180 5.0725 -2.7759  0.445
89 H -4.7446 5.2184 -4.0187  0.323
90 C -1.8039 6.3927 3.7786  -0.581
91 C -0.4414 6.9102 4.2562  -0.596
92 C -0.4143 6.7871 5.7853  -0.745
93 S -1.5085 5.4204 6.1952  1.154
94 O -2.6345 5.9366 6.9359  -0.656
95 O -0.7343 4.3123 6.6902  -0.705
96 C -2.0344 5.0808 4.5196  -0.462
97 H -1.8261 6.2469 2.7008  0.192
98 H -2.5844 7.1114 4.0396  0.379
99 H 0.3520 6.2974 3.8231  0.259
100 H -0.2678 7.9388 3.9430  0.373
101 H 0.5804 6.5657 6.1634  0.389
102 H -0.8037 7.6808 6.2691  0.348
103 H -3.0731 4.7588 4.5219  0.478
104 H -1.3970 4.2882 4.1279  0.162
105 C -6.2903 5.0001 9.4793  -0.658
106 C -4.7832 4.7133 9.4831  -0.330
107 C -4.1621 5.5425 10.6124  -0.620
108 S -5.4516 5.7577 11.8461  1.165
109 O -5.7929 7.1559 11.9221  -0.658
110 O -5.1235 5.0014 13.0278  -0.675
111 C -6.7371 4.9068 10.9350  -0.724
112 H -6.8347 4.2975 8.8497  0.357
113 H -6.4735 6.0071 9.0979  0.310
114 H -4.6158 3.6504 9.6712  0.306
115 H -4.3225 4.9532 8.5266  0.093
116 H -3.3150 5.0406 11.0723  0.384
117 H -3.8637 6.5305 10.2675  0.325
118 H -7.6952 5.3832 11.1295  0.406
119 H -6.7550 3.8730 11.2786  0.349
120 C 5.7222 -1.0862 -3.4624  -0.283
121 C 7.1761 -1.2804 -3.9073  -0.467
122 C 7.8998 0.0597 -3.7153  -0.802
123 S 7.0467 0.8986 -2.3740  1.130
124 O 6.3964 2.0700 -2.9107  -0.599
125 O 7.9075 0.9559 -1.2223  -0.704
126 C 5.7903 -0.3537 -2.1265  -0.496
127 H 5.1979 -2.0370 -3.3692  0.437
128 H 5.1877 -0.4748 -4.1957  0.061
129 H 7.6411 -2.0463 -3.2879  0.078
130 H 7.2404 -1.6120 -4.9440  0.459
131 H 8.9435 -0.0698 -3.4412  0.428
132 H 7.8242 0.6861 -4.6024  0.368
133 H 4.8536 0.1230 -1.8440  0.049
134 H 6.1335 -1.0145 -1.3304  0.388
135 C -1.5425 -5.0089 3.1683  -0.603
136 C -0.3058 -5.7324 2.6167  -0.747
137 C -0.2917 -5.5263 1.0965  -0.844
138 S -1.1329 -3.9647 0.7973  1.195
139 O -2.3455 -4.2308 0.0641  -0.732
140 O -0.1804 -2.9738 0.3501  -0.658
141 C -1.5475 -3.6364 2.5051  -0.568
142 H -1.5139 -4.9256 4.2472  0.321
143 H -2.4416 -5.5554 2.8967  0.308
144 H 0.5963 -5.2992 3.0544  0.344
145 H -0.3136 -6.7926 2.8668  0.374
146 H 0.7197 -5.4649 0.7007  0.382
147 H -0.8474 -6.3053 0.5777  0.383
148 H -2.5120 -3.1376 2.5562  0.422
149 H -0.7683 -2.9916 2.9145  0.338
150 C -6.6326 -6.6251 5.8056  -0.549
151 C -5.8472 -7.6222 6.6680  -0.625
152 C -4.3580 -7.2867 6.5155  -0.676
153 S -4.2759 -5.5276 6.1528  1.099
154 O -3.7524 -5.3548 4.8171  -0.555
155 O -3.7036 -4.8282 7.2724  -0.713
156 C -6.0434 -5.2524 6.1148  -0.751
157 H -7.6997 -6.6572 6.0195  0.355
158 H -6.4934 -6.8607 4.7483  0.283
159 H -6.1442 -7.5128 7.7128  0.293
160 H -6.0475 -8.6523 6.3778  0.322
161 H -3.7961 -7.4841 7.4248  0.386
162 H -3.9085 -7.8192 5.6794  0.354
163 H -6.2774 -4.4992 5.3662  0.396
164 H -6.3428 -4.9054 7.1033  0.351
165 C 6.8606 -6.1338 -4.3014  -0.382
166 C 8.3617 -6.4524 -4.2898  -0.656
167 C 9.0061 -5.5853 -3.2003  -0.635
168 S 7.7263 -5.2897 -1.9728  1.012
169 O 7.4144 -3.8807 -1.9622  -0.554
170 O 8.0439 -5.9958 -0.7612  -0.710
171 C 6.4197 -6.1521 -2.8406  -0.747
172 H 6.2988 -6.8525 -4.8962  0.345
173 H 6.6967 -5.1413 -4.7283  0.162
174 H 8.5079 -7.5083 -4.0549  0.309
175 H 8.8207 -6.2670 -5.2595  0.345
176 H 9.8445 -6.0826 -2.7200  0.371
177 H 9.3223 -4.6190 -3.5892  0.334
178 H 5.4726 -5.6470 -2.6648  0.413
179 H 6.3816 -7.1685 -2.4500  0.342

Force components x, y, z for each atom (eV/Å):
C 0.21 0.48 0.54
C -0.09 -0.54 -1.10
O -0.25 0.23 0.30
C 0.49 -0.05 -0.57
C -0.95 -0.40 0.19
O 0.37 0.14 -0.08
C -0.30 0.58 -0.24
C 0.57 0.75 0.66
O -0.48 -0.36 -0.18
C 0.44 -0.03 -0.06
C -0.07 0.15 -0.06
C -0.36 0.44 0.47
C 0.64 -0.92 0.41
O 0.08 0.41 -0.15
N -0.19 -0.05 -0.13
O 0.12 -0.04 0.03
C -0.51 -0.74 -0.04
C -0.01 0.23 -0.25
C -0.13 0.47 0.27
C 0.32 -0.18 -0.75
C -0.09 -0.16 0.61
N 0.05 0.48 0.10
C 0.16 0.00 -0.31
C 0.23 0.01 -0.35
C 0.00 -0.12 -0.08
O -0.13 0.07 0.27
C 0.21 -0.38 -0.12
C -0.29 -0.44 0.16
C 0.44 0.37 0.30
P -0.91 -0.30 -1.09
O 0.26 -0.17 -0.10
C 0.18 -0.42 0.05
O 0.08 0.54 0.00
C -0.51 0.34 0.18
N -0.56 -1.98 0.96
C 0.08 0.74 -0.33
O 0.82 0.53 -0.67
F -0.47 -0.27 0.70
C 0.37 0.20 -0.40
O 0.62 -0.17 -0.62
F -0.66 0.33 0.49
C 0.27 0.51 -0.04
C -0.07 -0.55 0.05
O 0.14 0.22 -0.10
H -0.08 -0.05 0.04
H 0.10 -0.08 -0.18
H 0.01 -0.17 -0.17
H -0.11 0.14 0.31
H -0.03 0.23 0.34
H 0.04 -0.04 0.08
H -0.14 -0.13 0.08
H 0.32 0.15 0.10
H 0.22 0.06 0.03
H -0.16 -0.53 0.16
H 0.19 0.07 0.01
H 0.04 -0.39 -0.23
H -0.04 0.10 -0.09
H -0.02 0.08 0.18
H -0.22 -0.06 -0.03
H -0.30 0.37 -0.20
H -0.02 0.07 0.14
H 0.11 0.02 -0.02
H 0.08 0.14 0.14
H -0.29 -0.22 0.09
H 0.10 0.09 0.07
H 0.04 -0.06 0.11
H -0.04 -0.04 -0.10
H 0.11 0.24 -0.16
H -0.04 -0.24 -0.04
H -0.04 -0.20 -0.08
H -0.08 0.29 0.05
H -0.06 0.32 0.37
H 0.52 0.27 0.42
H -0.21 -0.22 -0.15
C 0.06 -0.07 0.02
C -0.03 0.03 -0.04
C 0.17 0.24 0.07
S 0.22 0.13 -0.27
O -0.07 -0.12 -0.05
O -0.11 -0.21 0.11
C -0.05 0.37 0.18
H -0.01 0.00 0.01
H -0.03 0.00 -0.01
H -0.01 -0.01 0.00
H 0.01 -0.03 0.01
H -0.07 -0.15 0.02
H -0.06 -0.06 -0.01
H 0.00 -0.15 -0.02
H 0.01 -0.08 -0.01
C 0.01 0.11 0.06
C -0.02 -0.06 -0.03
C 0.19 0.25 -0.22
S 0.16 -0.05 -0.30
O -0.02 -0.08 0.16
O -0.13 -0.01 0.22
C -0.09 0.09 -0.30
H 0.00 -0.03 0.01
H -0.02 -0.03 0.01
H -0.02 -0.02 0.00
H 0.01 0.00 0.02
H -0.06 -0.06 0.13
H -0.08 -0.07 0.06
H 0.02 -0.05 0.14
H 0.01 -0.02 0.05
C 0.10 0.05 0.04
C -0.06 -0.05 -0.07
C 0.15 -0.12 -0.31
S 0.04 -0.22 -0.16
O 0.01 0.02 0.15
O -0.03 0.18 0.13
C -0.17 -0.07 -0.29
H -0.01 0.01 0.00
H -0.03 0.00 0.01
H -0.02 0.01 0.03
H 0.05 0.02 0.03
H -0.02 0.08 0.13
H -0.07 0.04 0.07
H 0.06 0.06 0.14
H 0.03 0.02 0.06
C 0.04 0.06 -0.10
C 0.06 -0.03 -0.01
C 0.04 -0.28 -0.30
S -0.10 -0.48 -0.12
O 0.09 0.22 0.15
O -0.07 0.35 0.03
C -0.17 -0.26 -0.05
H 0.02 -0.01 0.03
H -0.03 0.01 0.03
H -0.04 0.04 0.04
H -0.01 0.05 -0.02
H 0.00 0.13 0.07
H -0.04 0.12 0.09
H 0.08 0.13 0.05
H 0.05 0.02 -0.01
C 0.40 -0.09 -0.42
C -0.01 0.13 0.03
C 0.25 -0.26 0.15
S -0.06 -0.05 0.70
O 0.12 0.14 -0.28
O -0.08 -0.03 -0.47
C -0.02 -0.15 0.34
H -0.03 0.01 0.05
H -0.06 0.00 0.03
H 0.00 0.01 -0.02
H 0.01 0.00 -0.02
H -0.06 0.07 -0.13
H -0.08 0.09 -0.05
H 0.00 0.02 -0.13
H -0.02 0.08 -0.09
C 0.10 -0.07 -0.01
C -0.04 0.06 0.00
C -0.16 -0.33 0.07
S -0.29 -0.06 0.16
O -0.20 0.03 0.34
O 0.19 0.09 -0.15
C -0.31 -0.10 -0.09
H 0.00 0.01 -0.01
H -0.02 0.04 -0.01
H 0.01 0.02 0.00
H 0.02 0.00 0.01
H 0.11 0.11 -0.04
H 0.03 0.10 -0.04
H 0.14 0.06 0.01
H 0.07 0.03 0.01
C 0.09 0.07 0.01
C -0.06 -0.02 0.02
C 0.14 -0.13 -0.33
S 0.02 -0.30 -0.11
O -0.03 0.01 0.17
O -0.03 0.20 0.13
C -0.15 -0.08 -0.31
H 0.00 0.01 0.00
H -0.04 0.00 0.01
H -0.01 0.00 0.02
H 0.01 0.00 0.01
H -0.02 0.09 0.13
H -0.06 0.05 0.09
H 0.06 0.06 0.14
H 0.03 0.02 0.06

Output
Calculated total energy: -7520.834645 Eh
Relative energy (zero: lowest compared OMol25 entry of this formula, charge and spin): 0.0 kJ/mol
Frontier orbital gap: 0.3028 Eh
E_LUMO: -1.1 eV
HOMO level: -0.3428 Eh
SMILES string: CCOCCOCCOCc1c(CON=O)cc(CCCN)c2c1C(=O)c1cc([PH2]=O)c(O)c(N(C(=O)F)C(=O)F)c1C2=O.O=S1(=O)CCCC1.O=S1(=O)CCCC1.O=S1(=O)CCCC1.O=S1(=O)CCCC1.O=S1(=O)CCCC1.O=S1(=O)CCCC1.O=S1(=O)CCCC1
Total charge: 0